# 1
101
Properties=species:S:1:pos:R:3:lowdin_charge:R:1 method="wB97M-V/def2-TZVPD" smiles=CC[C@H](Br)c1cccc2c1Sc1cc(CCCI)ccc1N2.CO.CO.CO.CO.CO.CO.CO.CO.CO.CO mol_weight_g_mol=808.65 spin_multiplicity=1
C -2.01 -1.05 3.30 -0.10
C -1.97 -0.68 1.78 -0.28
C -0.94 0.47 1.61 -0.59
Br -1.98 2.14 1.90 0.76
C -0.25 0.49 0.25 -0.26
C -0.55 -0.36 -0.79 -0.04
C 0.12 -0.27 -1.98 -0.07
C 1.09 0.67 -2.20 -0.01
C 1.42 1.53 -1.17 -0.26
C 0.77 1.42 0.04 -0.39
S 1.33 2.58 1.28 1.00
C 1.59 4.04 0.28 -0.43
C 1.27 5.29 0.73 -0.05
C 1.47 6.39 -0.10 -0.26
C 1.08 7.75 0.41 -0.15
C -0.45 7.98 0.13 -0.29
C -0.72 8.43 -1.33 -0.59
I -1.37 6.76 -2.56 0.82
C 2.01 6.15 -1.34 -0.09
C 2.32 4.89 -1.78 -0.02
C 2.12 3.80 -0.97 -0.28
N 2.45 2.48 -1.36 0.09
H -1.31 -1.88 3.45 0.07
H -3.02 -1.24 3.67 0.07
H -1.60 -0.21 3.86 0.05
H -1.71 -1.55 1.17 0.09
H -2.96 -0.29 1.55 0.06
H -0.17 0.42 2.38 0.08
H -1.33 -1.11 -0.68 0.10
H -0.13 -0.93 -2.82 0.09
H 1.57 0.71 -3.18 0.12
H 0.85 5.38 1.73 0.12
H 1.63 8.57 -0.08 0.11
H 1.17 7.83 1.50 0.11
H -0.87 8.65 0.88 0.10
H -0.92 7.00 0.26 0.06
H -1.51 9.17 -1.42 0.03
H 0.21 8.80 -1.76 0.03
H 2.18 7.00 -2.00 0.12
H 2.71 4.74 -2.79 0.12
H 2.84 2.45 -2.29 0.13
C -1.21 -3.54 -4.79 -0.14
O -0.13 -2.84 -4.16 -0.14
H -2.09 -2.90 -4.79 0.08
H -0.94 -3.77 -5.83 0.08
H -1.42 -4.46 -4.25 0.06
H 0.63 -3.43 -4.18 0.05
C 5.72 3.77 0.84 -0.16
O 5.83 5.06 1.45 -0.13
H 6.71 3.32 0.83 0.08
H 5.04 3.14 1.41 0.07
H 5.36 3.87 -0.18 0.07
H 4.95 5.45 1.45 0.06
C 3.39 -4.05 -3.36 -0.16
O 2.97 -4.54 -4.64 -0.13
H 2.62 -4.28 -2.63 0.06
H 4.32 -4.53 -3.06 0.07
H 3.53 -2.97 -3.41 0.08
H 3.66 -4.33 -5.27 0.07
C 3.03 -4.59 0.70 -0.15
O 3.78 -4.14 -0.43 -0.14
H 1.98 -4.34 0.53 0.08
H 3.12 -5.68 0.81 0.08
H 3.38 -4.10 1.61 0.08
H 4.70 -4.37 -0.27 0.08
C -4.25 -5.20 -3.08 -0.15
O -3.41 -6.12 -3.76 -0.14
H -4.81 -4.63 -3.81 0.08
H -4.95 -5.73 -2.43 0.08
H -3.64 -4.52 -2.47 0.07
H -2.92 -6.61 -3.09 0.08
C 1.23 -0.50 5.44 -0.15
O 0.13 -1.40 5.58 -0.14
H 1.82 -0.81 4.58 0.08
H 0.86 0.52 5.27 0.08
H 1.85 -0.52 6.34 0.07
H -0.39 -1.11 6.34 0.08
C -5.91 -0.61 1.34 -0.16
O -5.74 -1.73 2.21 -0.13
H -5.68 0.29 1.90 0.08
H -5.23 -0.70 0.49 0.07
H -6.94 -0.57 0.98 0.08
H -5.94 -2.52 1.71 0.07
C -3.90 4.92 -0.23 -0.19
O -3.02 4.02 -0.89 -0.20
H -4.45 5.47 -0.99 0.07
H -4.60 4.38 0.41 0.07
H -3.33 5.63 0.38 0.07
H -2.54 3.54 -0.20 -0.03
C 1.98 -2.82 8.46 -0.16
O 2.99 -2.10 9.16 -0.13
H 1.08 -2.21 8.44 0.07
H 2.30 -3.01 7.43 0.08
H 1.76 -3.76 8.97 0.08
H 3.78 -2.65 9.17 0.07
C -1.95 -9.47 -5.24 -0.17
O -3.17 -9.08 -5.85 -0.13
H -1.68 -10.46 -5.60 0.08
H -1.16 -8.76 -5.50 0.08
H -2.08 -9.51 -4.15 0.07
H -3.39 -8.21 -5.52 0.05

---

# 2
116
Properties=species:S:1:pos:R:3:lowdin_charge:R:1 method="wB97M-V/def2-TZVPD" mol_weight_g_mol=1339.63 spin_multiplicity=1 charge=-1
N -3.69 -1.12 -3.76 0.08
C -4.04 -0.25 -4.88 -0.48
O -3.37 0.95 -4.81 -0.33
P -4.39 2.10 -3.92 0.40
O -5.77 1.46 -4.77 -0.33
C -5.54 0.12 -5.07 -0.39
C -6.62 -0.68 -4.34 -0.11
C -6.64 -0.50 -2.86 -0.36
O -6.12 -1.21 -2.14 0.07
H -2.94 -0.65 -3.30 0.02
H -3.28 -1.94 -4.15 0.03
H -3.77 -0.81 -5.76 0.12
H -5.26 3.03 -3.19 -0.06
H -4.31 3.13 -4.94 -0.04
H -3.16 2.56 -3.27 -0.06
H -4.50 1.17 -2.81 -0.02
H -5.72 -0.09 -6.12 0.12
H -6.64 -1.73 -4.58 0.11
H -7.55 -0.27 -4.70 0.10
H -7.24 0.33 -2.47 0.11
Cl -0.48 -0.82 -2.00 0.54
C -1.46 -1.51 -0.68 -0.65
C -1.34 -3.01 -0.63 -0.70
Cl -2.12 -3.78 -2.04 0.56
H -2.49 -1.19 -0.81 0.08
H -1.08 -1.09 0.25 0.03
H -1.83 -3.40 0.25 0.03
H -0.30 -3.32 -0.61 0.00
Cl 1.47 -1.72 -7.24 0.57
C 2.47 -0.57 -6.31 -0.64
C 1.99 -0.42 -4.89 -0.65
Cl 0.43 0.41 -4.77 0.56
H 2.47 0.38 -6.83 0.04
H 3.48 -0.96 -6.31 0.07
H 2.70 0.17 -4.33 0.07
H 1.89 -1.39 -4.40 0.06
Cl 3.52 3.56 -0.46 0.52
C 1.84 3.82 0.09 -0.66
C 1.15 4.94 -0.65 -0.63
Cl 1.87 6.53 -0.24 0.52
H 1.89 4.01 1.15 -0.03
H 1.30 2.89 -0.08 0.08
H 0.11 4.98 -0.36 0.08
H 1.21 4.81 -1.72 0.07
Cl 1.08 3.00 -6.77 0.52
C -0.11 2.08 -7.73 -0.66
C -0.31 2.66 -9.10 -0.67
Cl -1.12 4.25 -9.06 0.53
H -1.04 2.06 -7.17 0.07
H 0.26 1.06 -7.81 0.04
H -0.94 2.00 -9.69 0.07
H 0.64 2.79 -9.62 0.06
Cl 0.54 0.62 3.18 0.54
C -0.46 -0.34 4.31 -0.69
C -0.29 -1.83 4.20 -0.67
Cl -0.99 -2.54 2.72 0.58
H -1.50 -0.06 4.15 -0.03
H -0.16 -0.01 5.30 0.05
H -0.81 -2.30 5.03 0.00
H 0.76 -2.12 4.25 0.07
Cl -3.90 0.31 4.48 0.61
C -4.63 -0.38 5.96 -0.63
C -3.88 0.02 7.20 -0.65
Cl -2.27 -0.74 7.30 0.59
H -4.66 -1.46 5.84 0.07
H -5.64 0.00 6.01 0.07
H -4.43 -0.31 8.08 0.07
H -3.75 1.09 7.27 -0.01
Cl -0.46 -4.92 5.39 0.58
C -0.47 -6.38 4.37 -0.64
C 0.83 -6.56 3.62 -0.66
Cl 1.06 -5.33 2.36 0.55
H -1.31 -6.31 3.69 0.07
H -0.63 -7.22 5.03 0.07
H 0.82 -7.53 3.12 0.07
H 1.68 -6.52 4.29 0.07
Cl 3.38 -4.79 -2.32 0.54
C 4.34 -3.67 -1.32 -0.66
C 3.80 -3.58 0.08 -0.66
Cl 2.22 -2.77 0.15 0.57
H 4.35 -2.70 -1.81 0.07
H 5.36 -4.05 -1.30 0.07
H 4.48 -3.01 0.71 0.07
H 3.69 -4.57 0.51 0.05
Cl 1.71 3.71 3.60 0.55
C 2.54 5.27 3.34 -0.65
C 3.34 5.69 4.55 -0.67
Cl 2.29 6.14 5.93 0.52
H 1.80 6.01 3.07 0.07
H 3.21 5.13 2.49 0.06
H 3.93 6.57 4.31 0.07
H 4.00 4.90 4.87 -0.02
Cl -2.61 1.26 10.64 0.54
C -1.51 2.15 9.55 -0.66
C -2.05 3.51 9.20 -0.64
Cl -3.49 3.42 8.15 0.58
H -1.34 1.54 8.67 0.03
H -0.57 2.26 10.08 0.07
H -1.29 4.07 8.65 0.07
H -2.32 4.08 10.08 0.07
Cl 5.54 2.92 4.93 0.59
C 7.24 3.09 5.41 -0.65
C 7.60 4.51 5.74 -0.66
Cl 7.58 5.56 4.30 0.54
H 7.86 2.70 4.61 0.07
H 7.39 2.46 6.29 0.07
H 8.60 4.56 6.16 0.07
H 6.91 4.93 6.47 0.07
Cl 3.18 -6.74 -9.24 0.52
C 2.13 -6.26 -7.87 -0.66
C 2.62 -5.01 -7.20 -0.69
Cl 4.15 -5.26 -6.32 0.52
H 2.09 -7.09 -7.18 0.07
H 1.14 -6.09 -8.28 0.07
H 1.88 -4.68 -6.46 0.06
H 2.77 -4.20 -7.91 0.03

---

# 3
111
Properties=species:S:1:pos:R:3:lowdin_charge:R:1 method="wB97M-V/def2-TZVPD" mol_weight_g_mol=809.24 spin_multiplicity=1
N 3.60 1.38 5.05 0.14
C 3.41 0.43 5.87 -0.51
N 2.12 0.30 6.46 0.11
N 4.43 -0.53 6.14 0.01
C 4.64 -1.12 7.46 -0.22
C 4.84 -2.63 7.26 -0.18
C 3.44 -3.23 7.08 -0.19
C 3.35 -4.43 6.14 -0.17
O 2.86 -3.93 4.87 -0.16
P 1.32 -3.58 4.80 0.33
O 0.84 -2.48 5.65 -0.27
O 0.99 -3.40 3.26 -0.06
C 1.24 -2.14 2.72 -0.36
C 0.39 -1.70 1.73 0.02
C 0.58 -0.44 1.23 -0.04
C 1.62 0.32 1.74 -0.07
C 2.43 -0.24 2.71 -0.12
N 2.26 -1.46 3.20 0.14
O 0.57 -4.95 5.13 -0.41
P -0.41 -4.97 6.46 0.51
O -0.54 -6.59 6.37 -0.32
Cl -2.23 -4.41 5.64 0.23
H 4.56 1.33 4.72 0.06
H 1.64 -0.55 6.17 0.05
H 2.11 0.40 7.46 0.08
H 4.38 -1.24 5.42 0.11
H 5.50 -0.67 7.95 0.11
H 3.78 -1.00 8.13 0.11
H 5.45 -2.72 6.36 0.11
H 5.33 -3.08 8.12 0.11
H 3.07 -3.51 8.07 0.13
H 2.79 -2.45 6.70 0.07
H 4.34 -4.84 5.95 0.13
H 2.75 -5.26 6.51 0.11
H -0.41 -2.34 1.38 0.12
H -0.10 -0.05 0.47 0.08
H 1.81 1.33 1.41 0.09
H 3.26 0.33 3.10 0.08
H -1.31 -6.86 6.90 0.05
C -0.46 -1.35 -2.51 0.00
C -1.81 -1.15 -1.89 -0.53
O -1.95 -0.65 -0.78 -0.01
N -2.89 -1.54 -2.61 0.02
C -2.91 -2.13 -3.94 -0.07
H 0.29 -1.00 -1.82 0.08
H -0.27 -2.41 -2.73 0.09
H -0.38 -0.78 -3.44 0.05
H -3.77 -1.38 -2.14 0.13
H -3.48 -1.49 -4.62 0.08
H -3.38 -3.11 -3.91 0.08
H -1.90 -2.23 -4.32 0.07
C -0.38 2.01 -5.38 -0.01
C -0.04 0.68 -6.01 -0.52
O -0.05 -0.34 -5.32 0.00
N 0.29 0.63 -7.32 0.02
C 0.36 1.73 -8.26 -0.07
H -0.62 1.83 -4.34 0.04
H 0.46 2.70 -5.43 0.09
H -1.25 2.46 -5.87 0.09
H 0.51 -0.29 -7.65 0.14
H -0.33 1.56 -9.09 0.08
H 1.36 1.81 -8.68 0.07
H 0.10 2.67 -7.78 0.07
C -0.77 4.18 3.58 -0.01
C 0.06 2.99 4.04 -0.50
O 0.28 2.05 3.29 -0.01
N 0.56 3.04 5.30 0.03
C 0.38 4.09 6.28 -0.08
H -1.09 3.99 2.56 0.02
H -1.66 4.29 4.21 0.09
H -0.19 5.10 3.61 0.10
H 1.12 2.24 5.57 0.09
H 1.35 4.50 6.57 0.08
H -0.10 3.70 7.17 0.08
H -0.23 4.89 5.88 0.07
C -6.71 -0.43 1.99 -0.01
C -6.70 -1.51 0.93 -0.56
O -7.71 -1.80 0.30 0.02
N -5.53 -2.15 0.71 0.01
C -4.24 -1.94 1.36 -0.06
H -7.71 -0.02 2.05 0.08
H -6.44 -0.85 2.97 0.08
H -6.01 0.36 1.74 0.08
H -5.59 -2.86 -0.01 0.13
H -3.50 -1.66 0.62 0.05
H -3.93 -2.87 1.84 0.08
H -4.31 -1.16 2.11 0.07
C -1.70 4.21 -1.26 0.00
C -0.58 3.22 -1.48 -0.52
O -0.30 2.81 -2.60 0.01
N 0.09 2.79 -0.39 0.04
C -0.12 3.16 1.00 -0.10
H -2.14 4.45 -2.23 0.08
H -2.48 3.79 -0.62 0.09
H -1.32 5.13 -0.81 0.08
H 0.82 2.12 -0.60 0.13
H 0.78 3.61 1.42 0.11
H -0.38 2.28 1.60 0.07
H -0.93 3.87 1.09 0.06
C 0.24 2.44 -12.43 -0.01
C 1.17 1.33 -12.00 -0.54
O 1.77 1.38 -10.94 0.02
N 1.32 0.27 -12.83 0.01
C 0.69 0.05 -14.12 -0.08
H 0.23 3.20 -11.66 0.08
H 0.58 2.89 -13.37 0.08
H -0.78 2.07 -12.57 0.08
H 1.95 -0.43 -12.49 0.14
H 0.10 -0.87 -14.10 0.08
H 1.44 -0.05 -14.90 0.08
H 0.04 0.88 -14.37 0.07

---

# 4
105
Properties=species:S:1:pos:R:3:lowdin_charge:R:1 method="wB97M-V/def2-TZVPD" mol_weight_g_mol=684.77 spin_multiplicity=1 charge=+1
C -2.84 -4.42 -2.94 -0.14
C -2.91 -2.78 -2.95 -0.24
C -3.88 -2.13 -4.09 -0.16
C -5.21 -3.02 -4.47 -0.14
O -6.14 -2.98 -3.31 -0.11
N -7.33 -3.52 -3.62 -0.20
C -8.40 -2.71 -2.87 -0.14
C -8.22 -2.74 -1.23 -0.07
C -7.47 -4.99 -3.30 -0.07
C -7.13 -6.00 -4.55 -0.08
F -7.68 -7.35 -4.17 -0.12
H -3.87 -4.97 -2.99 0.05
H -2.06 -4.78 -3.75 0.10
H -2.35 -4.73 -1.89 0.10
H -3.12 -2.37 -1.85 0.12
H -1.80 -2.40 -3.20 0.12
H -3.24 -1.83 -5.04 0.13
H -4.28 -1.10 -3.65 0.13
H -5.66 -2.55 -5.45 0.15
H -4.96 -4.15 -4.73 0.12
H -7.52 -3.36 -4.64 0.19
H -8.26 -1.59 -3.22 0.16
H -9.50 -3.02 -3.22 0.16
H -7.44 -1.91 -0.93 0.10
H -9.28 -2.53 -0.73 0.12
H -7.85 -3.77 -0.80 0.09
H -6.75 -5.20 -2.38 0.17
H -8.57 -5.19 -2.92 0.17
H -5.96 -6.18 -4.68 0.14
H -7.66 -5.71 -5.55 0.14
C 2.81 0.76 -3.63 -0.06
C 1.33 0.91 -3.29 -0.22
O 0.89 -0.16 -2.44 0.01
C 1.26 -0.08 -1.14 -0.54
O 1.94 0.80 -0.64 0.10
O 0.79 -1.18 -0.50 -0.01
C 1.21 -1.27 0.86 -0.05
H 3.00 -0.22 -4.06 0.08
H 3.12 1.53 -4.33 0.08
H 3.43 0.84 -2.73 0.08
H 0.75 0.86 -4.21 0.12
H 1.12 1.88 -2.83 0.12
H 0.96 -0.37 1.42 0.10
H 2.28 -1.47 0.90 0.10
H 0.68 -2.11 1.32 0.10
C 0.93 3.56 0.13 -0.07
C 0.40 4.51 1.19 -0.20
O -0.94 4.92 0.89 0.02
C -1.91 4.01 1.13 -0.54
O -1.74 2.88 1.57 0.11
O -3.10 4.54 0.77 -0.04
C -4.20 3.64 0.87 -0.04
H 0.84 4.01 -0.86 0.08
H 1.97 3.31 0.32 0.08
H 0.35 2.63 0.11 0.06
H 1.01 5.41 1.21 0.13
H 0.45 4.07 2.20 0.13
H -4.27 3.20 1.87 0.10
H -4.10 2.85 0.11 0.10
H -5.12 4.19 0.67 0.10
C -2.51 6.31 -6.23 -0.07
C -1.25 5.96 -5.45 -0.22
O -1.16 6.73 -4.24 0.02
C -1.98 6.35 -3.24 -0.55
O -2.77 5.41 -3.27 0.10
O -1.80 7.19 -2.19 0.00
C -2.68 6.96 -1.10 -0.04
H -2.56 7.39 -6.42 0.08
H -2.53 5.78 -7.19 0.08
H -3.41 6.05 -5.68 0.07
H -0.37 6.22 -6.05 0.12
H -1.19 4.89 -5.23 0.12
H -2.63 5.92 -0.76 0.06
H -3.70 7.22 -1.38 0.10
H -2.38 7.60 -0.27 0.10
C 5.80 -5.16 5.60 -0.05
C 5.18 -5.14 4.22 -0.21
O 4.07 -4.24 4.16 0.03
C 4.39 -2.92 4.11 -0.54
O 5.52 -2.45 4.10 0.08
O 3.23 -2.21 4.09 -0.01
C 3.43 -0.80 4.14 -0.05
H 5.05 -5.38 6.36 0.09
H 6.59 -5.91 5.66 0.09
H 6.24 -4.19 5.85 0.04
H 4.78 -6.14 3.99 0.12
H 5.91 -4.90 3.44 0.13
H 4.10 -0.46 3.35 0.10
H 3.82 -0.51 5.13 0.10
H 2.46 -0.31 4.01 0.09
C 10.36 2.21 6.47 -0.07
C 9.84 1.70 7.80 -0.22
O 8.54 1.12 7.66 0.02
C 8.50 -0.11 7.10 -0.55
O 9.47 -0.76 6.72 0.11
O 7.21 -0.50 7.01 0.00
C 7.03 -1.75 6.34 -0.07
H 9.64 2.90 6.01 0.08
H 11.32 2.73 6.60 0.08
H 10.51 1.39 5.76 0.07
H 9.73 2.55 8.49 0.12
H 10.53 1.00 8.27 0.13
H 7.63 -2.54 6.79 0.10
H 7.27 -1.63 5.28 0.10
H 5.97 -2.03 6.42 0.08

---

Listing energy for the structures above in their given order: -140932.236, -347454.458, -98523.203, -66948.868 eV.
Listing gap between HOMO and LUMO for the structures above in their given order: 7.972, 5.269, 9.283, 8.550 eV.